Here is a structure of composition C22H25Cl2F3IrN6O2 from the Open Molecules 2025 dataset. Energies are from wB97M-V/def2-TZVPD.

Kohn-Sham gap (spin up / spin down): 5.527 / 5.500 eV
HOMO energy (spin up / spin down): -15.84 / -15.82 eV
charge: +3
multiplicity: 1
F_max: 0.015 hartree/bohr

CARTESIAN COORDINATES (ANGSTROEM)
Ir  2.9873  2.4517  -0.3154
Cl  -1.3518  4.3246  -1.5333
C  0.0670  5.1776  -1.1728
C  0.0840  6.5756  -1.2154
C  1.2350  7.2799  -0.9306
Cl  1.2098  8.9734  -0.9967
C  2.4568  6.6085  -0.5829
C  3.6832  7.2255  -0.2895
C  4.7716  6.4388  0.0174
C  4.6451  5.0504  0.0301
N  3.4930  4.4465  -0.2422
C  2.4142  5.2147  -0.5416
C  1.2322  4.4890  -0.8268
O  1.3150  3.1725  -0.7589
H  -0.8198  7.1074  -1.4784
H  3.7686  8.3039  -0.3071
H  5.7297  6.8819  0.2473
H  5.4837  4.4081  0.2622
N  6.1075  0.2065  0.9171
C  5.4727  0.7233  -0.1244
N  5.5142  0.1413  -1.3174
O  4.8282  1.8263  0.0375
H  6.7429  -0.5709  0.8302
H  6.0910  0.7078  1.7909
H  6.1073  -0.6529  -1.5013
H  5.1413  0.6391  -2.1096
F  0.9126  -4.0892  -1.3623
C  0.2138  -3.2370  -0.6126
F  0.0426  -3.7799  0.5952
F  -0.9947  -3.0883  -1.1742
C  0.9236  -1.9014  -0.5287
C  0.9908  -1.1001  -1.6583
C  1.6322  0.1166  -1.5679
N  2.1991  0.5421  -0.4259
C  2.1396  -0.2421  0.6601
C  1.5103  -1.4723  0.6483
H  0.5442  -1.4055  -2.5944
H  1.6914  0.7854  -2.4150
H  2.5944  0.1444  1.5622
H  1.4752  -2.0697  1.5476
C  -6.0413  -3.4436  1.8523
C  -4.7064  -2.6768  1.6774
N  -3.8102  -3.3915  0.7722
C  -3.4895  -4.7019  1.3314
C  -4.7756  -5.5383  1.5485
N  -5.9300  -4.7117  1.0536
C  -5.7506  -4.3902  -0.4037
C  -4.4505  -3.5566  -0.5297
H  -6.9012  -2.8977  1.4690
H  -6.2386  -3.7272  2.8843
H  -4.2117  -2.5605  2.6403
H  -4.8955  -1.6822  1.2768
H  -2.9674  -4.5651  2.2770
H  -2.8149  -5.2182  0.6504
H  -4.9674  -5.7634  2.5958
H  -4.7800  -6.4688  0.9841
H  -6.7890  -5.2476  1.1680
H  -6.6382  -3.8503  -0.7273
H  -5.7030  -5.3372  -0.9380
H  -4.6705  -2.5728  -0.9413
H  -3.7534  -4.0522  -1.2035


Here is a structure of composition C2H2I2OS from the Open Molecules 2025 dataset. Energies are from wB97M-V/def2-TZVPD.

Kohn-Sham gap (spin up / spin down): 5.103 / 5.119 eV
HOMO energy (spin up / spin down): -8.45 / -8.46 eV
multiplicity: 1
F_max: 0.078 hartree/bohr

CARTESIAN COORDINATES (ANGSTROEM)
C  -0.8389  -0.3197  0.8983
C  -2.2214  -0.0386  0.5375
O  -0.5213  -1.4733  1.0905
S  0.1394  0.5102  -1.6019
I  -3.0900  1.7964  0.1200
I  -3.4639  -1.6644  0.3075
H  -0.2217  0.4231  1.1714
H  1.4199  0.2909  -0.9395


Here is a structure of composition C50H56GeHgN7O3P2S3 from the Open Molecules 2025 dataset. Energies are from wB97M-V/def2-TZVPD.

Kohn-Sham gap (spin up / spin down): 3.276 / 4.326 eV
HOMO energy (spin up / spin down): 0.38 / -0.67 eV
charge: -2
multiplicity: 2
F_max: 0.012 hartree/bohr

CARTESIAN COORDINATES (ANGSTROEM)
Hg  0.9157  0.8936  -0.7038
C  -0.7331  4.4034  -1.1035
C  -0.5239  4.3628  0.3747
N  -0.0713  3.3371  1.0146
C  0.0819  3.5862  2.3551
C  -0.3160  4.8213  2.7612
S  -0.8618  5.7208  1.4082
C  0.7069  2.5270  3.1605
C  0.8559  2.4796  4.5114
S  1.7317  1.0681  4.9378
C  1.8258  0.6256  3.2538
N  1.2517  1.4733  2.4751
C  2.5063  -0.6067  2.7650
H  -0.1819  3.5799  -1.5738
H  -0.3630  5.3428  -1.5195
H  -1.7926  4.3152  -1.3476
H  -0.2628  5.2473  3.7492
H  0.5125  3.1856  5.2489
H  3.5731  -0.5764  2.9893
H  2.3946  -0.6358  1.6809
H  2.0601  -1.5007  3.2070
N  6.5834  -3.7661  -3.1743
C  6.5375  -2.7316  -2.2070
C  5.9229  -2.9518  -0.9801
C  5.8159  -1.9247  -0.0554
C  6.3237  -0.6649  -0.3379
C  6.9440  -0.4423  -1.5592
C  7.0504  -1.4685  -2.4877
S  6.1954  0.6312  0.8924
O  6.1187  -0.0998  2.1465
O  7.3809  1.4482  0.7134
N  4.8188  1.3625  0.6988
C  4.5843  2.2013  -0.3399
N  5.4183  2.2582  -1.4030
C  5.1337  3.1390  -2.3528
C  4.0449  3.9844  -2.3090
C  3.2190  3.8159  -1.2026
N  3.4599  2.9593  -0.2373
H  6.6967  -4.6796  -2.7583
H  7.2999  -3.6134  -3.8695
H  5.5075  -3.9308  -0.7594
H  5.3329  -2.0904  0.8976
H  7.3329  0.5435  -1.7676
H  7.5289  -1.2872  -3.4455
H  5.8155  3.1573  -3.2021
H  3.8037  4.6710  -3.1074
H  2.3055  4.3963  -1.1063
C  0.8405  1.2131  -5.9132
Ge  0.0083  1.0098  -4.1119
C  -1.7099  2.0067  -4.2809
C  -0.6620  -0.8732  -4.1706
C  1.1397  1.7358  -2.7789
H  0.1409  0.9581  -6.7151
H  1.7150  0.5629  -5.9957
H  1.1721  2.2448  -6.0446
H  -2.1379  1.8632  -5.2774
H  -1.5306  3.0713  -4.1176
H  -2.4439  1.6656  -3.5478
H  -1.3340  -0.9951  -5.0269
H  -1.2053  -1.1251  -3.2569
H  0.1612  -1.5860  -4.2691
H  2.1620  1.3853  -3.0164
C  3.1714  -1.7865  -3.4520
N  2.9537  -3.0390  -2.7409
C  3.0361  -4.2971  -3.4295
C  2.6389  -2.9465  -1.4295
O  2.5548  -1.8878  -0.8526
H  3.2817  -2.0013  -4.5143
H  4.0719  -1.2918  -3.0838
H  2.3343  -1.1043  -3.2918
H  4.0092  -4.4089  -3.9154
H  2.2501  -4.3981  -4.1858
H  2.9188  -5.1080  -2.7076
H  2.4872  -3.9282  -0.9424
C  -2.8007  -1.2380  2.3237
P  -1.4580  -0.3233  1.2425
C  -1.6504  -1.6188  -0.0569
C  -0.5815  -2.5016  -0.2014
C  -0.6909  -3.6172  -1.0194
C  -1.8540  -3.8497  -1.7408
C  -2.9167  -2.9687  -1.6204
C  -2.8183  -1.8733  -0.7725
C  -2.5060  1.0851  0.6943
C  -2.8167  2.0157  1.6884
C  -3.6172  3.1145  1.4253
C  -4.1175  3.3130  0.1457
C  -3.7590  2.4369  -0.8690
C  -2.9403  1.3457  -0.6026
P  -3.4449  -0.4173  3.8234
C  -4.1188  -1.8894  4.7217
C  -3.4679  -2.3078  5.8781
C  -3.8982  -3.4334  6.5726
C  -4.9946  -4.1487  6.1186
C  -5.6571  -3.7392  4.9668
C  -5.2196  -2.6205  4.2752
C  -5.0514  0.2955  3.2661
C  -5.5229  0.2515  1.9569
C  -6.7302  0.8465  1.6142
C  -7.4893  1.4908  2.5791
C  -7.0302  1.5448  3.8886
C  -5.8185  0.9597  4.2227
H  -2.2238  -2.0915  2.6974
H  -3.6132  -1.6637  1.7296
H  0.3535  -2.2836  0.3021
H  0.1453  -4.2990  -1.1101
H  -1.9259  -4.7049  -2.4020
H  -3.8270  -3.1264  -2.1865
H  -3.6781  -1.2248  -0.6595
H  -2.4086  1.8855  2.6862
H  -3.8454  3.8147  2.2197
H  -4.7509  4.1658  -0.0680
H  -4.0857  2.6194  -1.8855
H  -2.6177  0.7130  -1.4197
H  -2.6121  -1.7465  6.2356
H  -3.3754  -3.7457  7.4683
H  -5.3347  -5.0243  6.6586
H  -6.5144  -4.2945  4.6058
H  -5.7415  -2.3056  3.3787
H  -4.9303  -0.2111  1.1799
H  -7.0623  0.8205  0.5838
H  -8.4263  1.9630  2.3099
H  -7.6087  2.0561  4.6488
H  -5.4550  1.0241  5.2431


Here is a cluster of 2 separate species, C32H35F3N2O3S in total from the Open Molecules 2025 dataset. Energies are from wB97M-V/def2-TZVPD.

Kohn-Sham gap: 3.287 eV
HOMO energy: -5.45 eV
multiplicity: 1
F_max: 0.051 hartree/bohr

CARTESIAN COORDINATES (ANGSTROEM)
C  -0.7181  3.5720  -3.6004
N  -0.5164  3.1066  -2.2478
C  -1.1375  3.7729  -1.2187
O  -1.7889  4.8084  -1.3255
C  -0.9195  2.9750  0.0429
C  -2.2505  2.4426  0.5772
C  -2.9762  1.6320  -0.4698
C  -3.7954  2.2766  -1.4042
C  -4.4330  1.5462  -2.4071
C  -4.2725  0.1580  -2.4724
C  -3.4758  -0.4928  -1.5246
C  -2.8485  0.2401  -0.5123
N  0.0044  1.9231  -0.4014
C  0.3179  0.9054  0.4209
C  0.8808  -0.3055  0.0045
C  1.7728  -0.9987  0.8163
C  2.7343  -1.9673  0.3604
C  3.8421  -2.3415  1.1728
C  4.8147  -3.2116  0.6992
C  4.6963  -3.7767  -0.5790
C  3.6016  -3.4436  -1.3852
C  2.6328  -2.5505  -0.9303
C  0.3874  2.0339  -1.8337
C  1.9065  2.3387  -2.1709
C  2.2770  3.6899  -1.5622
C  2.0980  2.3027  -3.6858
C  2.8428  1.2794  -1.6128
H  -1.7075  4.0429  -3.6626
H  0.0368  4.3266  -3.8697
H  -0.6740  2.7289  -4.2991
H  -0.4077  3.6172  0.7777
H  -2.0745  1.8492  1.4811
H  -2.8513  3.3254  0.8402
H  -3.9138  3.3632  -1.3508
H  -5.0502  2.0686  -3.1401
H  -4.7811  -0.4146  -3.2522
H  -3.3402  -1.5752  -1.5656
H  -2.2397  -0.2682  0.2418
H  0.1372  1.0863  1.4862
H  0.6188  -0.6910  -0.9874
H  1.8172  -0.7230  1.8697
H  3.9167  -1.9228  2.1771
H  5.6716  -3.4596  1.3280
H  5.4532  -4.4756  -0.9427
H  3.4958  -3.8875  -2.3777
H  1.7618  -2.3198  -1.5494
H  0.1013  1.1026  -2.3618
H  2.1359  3.6714  -0.4748
H  3.3367  3.8974  -1.7592
H  1.6862  4.5103  -1.9860
H  1.6704  1.3781  -4.0984
H  1.6597  3.1605  -4.2025
H  3.1721  2.3010  -3.9202
H  2.5876  0.2798  -1.9843
H  3.8632  1.5034  -1.9555
H  2.8632  1.2658  -0.5205
F  2.4308  -5.4747  2.9549
C  1.1744  -5.1698  2.5766
F  1.1725  -4.8760  1.2469
F  0.3695  -6.2347  2.7791
S  0.6213  -3.6794  3.5740
C  -0.8870  -3.3337  2.8126
C  -1.7441  -2.3040  3.2413
C  -3.0417  -2.1251  2.6495
C  -3.8842  -1.1057  3.0716
C  -3.4821  -0.2262  4.0844
C  -2.2172  -0.3799  4.6681
C  -1.3565  -1.3915  4.2688
O  0.4700  -4.1858  4.9212
O  1.6169  -2.6577  3.3128
H  -1.2006  -4.0504  2.0617
H  -3.3533  -2.8278  1.8703
H  -4.8682  -0.9925  2.6122
H  -4.1540  0.5672  4.4140
H  -1.9138  0.3078  5.4556
H  -0.3745  -1.5167  4.7330


| no. | DFT total energy (a.u.) |
| --- | --- |
| 1 | -2655.83921 |
| 2 | -1146.05799 |
| 3 | -6655.47668 |
| 4 | -2273.29700 |